Record 1
{"formula": "C16H23NdO2", "method": "ωB97M-V/def2-TZVPD", "symbols": ["Nd", "O", "O", "C", "C", "C", "C", "C", "C", "C", "C", "C", "C", "C", "C", "C", "C", "C", "C", "H", "H", "H", "H", "H", "H", "H", "H", "H", "H", "H", "H", "H", "H", "H", "H", "H", "H", "H", "H", "H", "H", "H"], "coordinates": [[-0.099, 0.018, 1.312], [-1.415, 0.398, -0.408], [-0.548, 0.576, 3.390], [-0.847, 0.282, -3.434], [-1.152, -2.575, 1.317], [1.838, 1.974, 1.712], [1.434, 1.457, -0.502], [0.739, -2.270, 2.612], [-2.122, 0.506, -2.760], [2.243, 0.419, 0.049], [-2.087, 1.173, -1.346], [-0.021, -2.539, 0.440], [-0.309, -1.077, -3.586], [1.193, 2.424, 0.519], [-0.683, -2.402, 2.652], [1.150, -2.370, 1.247], [-0.199, 0.508, 4.748], [2.494, 0.740, 1.423], [-0.174, 1.428, -4.071], [-0.759, -1.627, -4.435], [0.774, -1.038, -3.778], [3.115, 0.167, 2.114], [-2.187, -2.762, 1.027], [0.748, 1.043, 4.917], [-0.482, -1.678, -2.677], [-1.302, -2.414, 3.553], [-0.992, 0.969, 5.349], [2.620, -0.447, -0.499], [-2.672, -0.446, -2.672], [-0.302, 2.344, -3.470], [0.663, 3.371, 0.388], [-1.606, 2.170, -1.391], [0.903, 1.230, -4.191], [-0.571, 1.653, -5.080], [1.401, -2.157, 3.475], [2.181, -2.354, 0.898], [-3.128, 1.295, -0.994], [-0.060, -0.539, 5.054], [1.861, 2.508, 2.665], [-0.040, -2.675, -0.642], [1.118, 1.528, -1.543], [-2.718, 1.194, -3.382]], "forces_ev_per_a": [[-1.2, 0.6, -0.8], [0.0, -0.1, 0.8], [0.0, 0.3, 1.1], [0.8, 0.2, 1.1], [0.8, -0.2, 0.3], [0.5, -0.1, -0.5], [0.8, 0.2, 0.3], [-0.3, -0.6, -0.3], [0.4, 0.2, 0.2], [0.0, 0.8, 0.0], [0.2, -0.8, 0.1], [0.2, -0.6, 0.7], [0.1, 0.4, 0.4], [0.4, -0.6, 0.0], [0.5, -0.4, -0.5], [-0.6, -0.5, 0.2], [-0.3, 0.1, -1.7], [0.1, 0.6, -0.3], [0.0, -0.4, 0.7], [-0.2, -0.7, -0.6], [0.0, -0.2, 0.0], [-0.3, 0.1, -0.2], [0.4, 0.3, 0.0], [0.0, 0.0, 0.3], [0.1, -0.1, -0.3], [0.2, 0.2, -0.4], [0.1, 0.0, 0.4], [-0.2, 0.3, 0.2], [-0.1, 0.1, 0.1], [0.2, 0.0, -0.3], [0.0, -0.5, 0.1], [-0.2, 0.0, -0.3], [-0.1, 0.2, 0.0], [-0.2, 0.5, -0.9], [-0.3, 0.1, -0.4], [-0.4, 0.1, 0.0], [-0.2, 0.3, -0.2], [0.0, 0.0, 0.3], [-0.1, -0.3, -0.3], [0.0, 0.2, 0.4], [-0.2, -0.2, 0.4], [-0.8, 0.4, -0.2]], "lowdin_spin": [3.038, -0.011, -0.007, 0.001, -0.002, -0.004, -0.004, 0.001, 0.000, 0.000, 0.000, -0.003, 0.000, -0.001, -0.003, -0.003, 0.000, -0.002, 0.000, 0.000, 0.000, 0.000, 0.000, 0.000, 0.000, 0.000, 0.000, 0.001, 0.000, 0.000, 0.000, 0.000, 0.000, 0.000, 0.001, 0.000, 0.000, 0.000, 0.000, 0.000, 0.000, 0.000], "orbital_gap_ev": [2.34, 2.34], "e_homo_ev": [2.4575, 2.4621], "lumo_ev": [4.797, 4.798], "e_tot_ev": -36334.9323, "total_charge": -2, "spin_multiplicity": 4}

Record 2
{"formula": "C16H24AsBBrN4O3SZr", "method": "ωB97M-V/def2-TZVPD", "symbols": ["Zr", "Br", "As", "S", "O", "O", "O", "N", "N", "N", "N", "C", "C", "C", "C", "C", "C", "C", "C", "C", "C", "C", "C", "C", "C", "C", "C", "B", "H", "H", "H", "H", "H", "H", "H", "H", "H", "H", "H", "H", "H", "H", "H", "H", "H", "H", "H", "H", "H", "H", "H", "H"], "coordinates": [[0.330, 0.132, -0.394], [1.884, -6.471, 2.783], [-2.332, 1.412, -1.007], [-0.787, 0.526, 2.078], [0.294, -1.708, 0.559], [0.590, 2.144, 0.184], [1.986, -0.274, 0.705], [0.766, 2.565, 1.446], [0.862, 1.049, -2.491], [2.828, -1.373, -2.084], [1.442, -1.712, -1.838], [1.579, 3.630, 1.619], [1.772, 4.143, 2.866], [0.117, 1.914, 2.444], [4.410, -3.190, 2.658], [3.656, -2.213, 2.051], [-3.946, 0.511, -1.613], [3.901, -4.471, 2.884], [2.324, -2.492, 1.638], [1.802, -3.793, 1.870], [0.107, 0.442, -3.133], [-3.037, 2.541, 0.407], [1.538, -1.520, 1.020], [2.595, -4.734, 2.477], [0.301, 2.449, 3.739], [1.107, 3.535, 3.943], [-2.092, 2.779, -2.371], [-0.939, -0.610, -3.675], [4.495, -5.236, 3.362], [-3.702, -0.175, -2.419], [2.022, 3.994, 0.705], [-2.958, 3.442, -2.362], [-1.238, -1.181, -2.621], [1.340, -2.610, -1.371], [-1.996, 2.316, -3.350], [-4.385, -0.045, -0.785], [3.273, -2.140, -2.580], [-2.301, 3.307, 0.648], [2.425, 4.992, 2.999], [-0.205, 1.955, 4.554], [5.421, -2.959, 2.969], [4.061, -1.223, 1.890], [-1.882, -0.055, -4.169], [-0.364, -1.377, -4.408], [-4.662, 1.254, -1.964], [3.257, -1.313, -1.165], [0.789, -4.029, 1.579], [1.240, 3.921, 4.945], [0.996, -1.750, -2.749], [-3.950, 3.020, 0.051], [-1.190, 3.347, -2.152], [-3.241, 1.957, 1.300]], "forces_ev_per_a": [[0.3, -0.2, 0.4], [0.0, 0.0, 0.0], [0.2, -0.2, -0.1], [0.0, 0.0, -0.1], [-0.1, -0.1, 0.1], [0.2, -0.2, -0.3], [-0.1, -0.3, -0.1], [0.0, -0.1, -0.2], [-0.2, 0.2, 0.1], [-0.2, -0.3, 0.3], [0.2, 0.6, -0.1], [-0.1, -0.1, 0.1], [0.0, 0.0, 0.0], [0.1, 0.1, 0.1], [0.0, 0.0, 0.0], [0.0, 0.0, 0.0], [-0.1, 0.2, 0.0], [0.0, 0.0, 0.0], [0.0, 0.0, 0.0], [0.0, 0.0, 0.0], [0.0, 0.0, 0.0], [-0.1, 0.0, -0.1], [-0.1, 0.3, -0.2], [0.1, 0.0, 0.0], [0.0, -0.1, -0.1], [0.0, 0.1, 0.0], [-0.2, 0.0, 0.0], [0.1, 0.1, 0.0], [0.0, 0.0, 0.0], [0.0, 0.0, 0.0], [0.0, 0.0, 0.0], [0.0, 0.0, 0.0], [-0.1, 0.0, 0.0], [-0.1, 0.0, 0.0], [0.0, 0.0, 0.0], [0.0, 0.0, 0.0], [0.0, 0.0, 0.1], [0.0, 0.0, 0.0], [0.0, 0.0, 0.0], [0.0, 0.0, 0.0], [0.0, 0.0, 0.0], [0.0, 0.0, 0.0], [0.0, 0.0, 0.0], [0.0, 0.0, 0.0], [0.0, 0.0, 0.0], [0.1, 0.1, -0.1], [0.0, 0.0, 0.0], [0.0, 0.0, 0.0], [-0.1, -0.2, 0.1], [0.0, 0.0, 0.0], [0.0, 0.0, 0.0], [0.0, 0.0, 0.0]], "lowdin_spin": [0.062, -0.008, 0.002, 0.003, 0.102, 0.001, 0.063, 0.000, 0.003, 0.003, 0.005, 0.000, 0.000, 0.001, 0.000, 0.116, 0.000, 0.156, 0.052, 0.120, 0.001, 0.000, 0.291, 0.002, 0.000, 0.000, 0.001, 0.000, 0.010, 0.000, 0.000, 0.000, 0.000, 0.001, 0.000, 0.000, 0.000, 0.000, 0.000, 0.000, -0.004, 0.008, 0.000, 0.000, 0.000, 0.001, 0.008, 0.000, 0.000, 0.000, 0.000, 0.000], "orbital_gap_ev": [5.09, 8.07], "e_homo_ev": [-5.4611, -8.4351], "lumo_ev": [-0.373, -0.368], "e_above_lowest_kcal_mol": 36.3, "e_tot_ev": -172758.1151, "total_charge": 0, "spin_multiplicity": 2}

Record 3
{"formula": "C16H24BF4K2O12", "method": "ωB97M-V/def2-TZVPD", "symbols": ["K", "K", "F", "F", "F", "F", "O", "O", "O", "O", "O", "O", "O", "O", "O", "O", "O", "O", "C", "C", "C", "C", "C", "C", "C", "C", "C", "C", "C", "C", "C", "C", "C", "C", "B", "H", "H", "H", "H", "H", "H", "H", "H", "H", "H", "H", "H", "H", "H", "H", "H", "H", "H", "H", "H", "H", "H", "H", "H"], "coordinates": [[0.753, 3.568, -4.805], [-5.107, 1.408, -5.685], [-3.163, 0.875, -2.176], [-2.005, 0.049, -3.950], [-3.636, -1.159, -3.027], [-1.693, -0.646, -1.892], [2.130, -6.242, -4.357], [2.464, -5.681, 2.933], [-1.600, 6.679, 0.352], [2.260, 3.803, 4.826], [0.410, 2.920, 4.387], [2.451, -7.703, 2.073], [0.530, -6.465, -5.907], [0.889, -6.031, 1.430], [-2.755, 7.373, 2.021], [0.419, 4.316, 6.000], [-0.515, 7.958, 1.799], [1.477, -8.341, -5.061], [2.419, 3.249, 3.545], [3.130, -3.584, 2.028], [2.012, -4.355, 2.669], [-4.971, 6.995, 1.071], [1.979, -6.622, 2.143], [0.508, -5.113, -5.481], [-3.553, 6.365, 1.336], [0.758, -4.690, 1.852], [-1.521, 7.338, 1.459], [0.978, 3.706, 5.180], [1.316, 2.270, 3.509], [-2.856, 6.216, 0.046], [1.407, -7.133, -5.074], [2.222, -3.821, -4.107], [0.548, 2.133, 2.221], [1.386, -5.095, -4.226], [-2.632, -0.241, -2.765], [-3.319, 6.803, -0.748], [0.718, -5.153, -3.366], [-2.941, 5.154, -0.185], [3.433, 2.849, 3.506], [1.654, 1.298, 3.867], [-3.482, 5.440, 1.908], [3.134, -3.896, -3.515], [-0.479, -4.795, -5.146], [1.616, -3.070, -3.600], [1.652, -3.789, 3.529], [0.466, -3.997, 1.063], [3.491, -4.036, 1.103], [3.984, -3.570, 2.706], [-0.003, -4.762, 2.629], [2.470, -3.445, -5.100], [-4.743, 7.909, 0.523], [2.879, -2.533, 1.887], [2.177, 4.010, 2.804], [1.301, 2.336, 1.459], [-0.264, 2.854, 2.118], [1.008, -4.587, -6.294], [-5.610, 7.152, 1.939], [-5.623, 6.355, 0.477], [0.046, 1.177, 2.068]], "forces_ev_per_a": [[0.0, -0.2, 0.2], [0.2, -0.4, 0.5], [-1.4, 2.2, -0.1], [0.7, 1.1, -2.4], [-0.7, -0.5, -0.2], [1.7, -1.6, 1.3], [0.8, -1.9, 0.2], [1.1, 0.9, 1.9], [2.6, -1.8, -3.1], [1.9, 1.1, 1.0], [-3.2, -4.0, -2.1], [-0.9, -0.2, -0.5], [0.2, -0.6, 1.3], [1.9, -1.6, -0.3], [0.3, -0.5, 0.4], [-0.7, 1.5, 2.5], [-2.7, -1.8, -0.3], [0.4, 2.4, 0.2], [0.7, 0.6, -0.2], [0.6, 0.2, 0.0], [-0.5, 0.0, -1.3], [0.6, -1.0, 0.6], [-1.1, 1.3, -1.0], [0.6, 0.2, 0.1], [-2.4, 1.7, 1.1], [-0.7, -0.1, 1.3], [1.7, 3.6, 2.1], [1.6, 1.8, 0.7], [-1.4, -1.0, -0.4], [-1.3, -0.8, -0.3], [-0.6, -2.4, -1.1], [-0.2, 0.1, 0.0], [0.4, -0.1, -0.8], [-0.6, 2.1, 0.0], [-0.4, -0.6, 0.8], [0.2, 0.1, -0.1], [0.2, -0.3, 0.3], [0.8, 0.0, -0.5], [-0.2, 0.1, -0.5], [-0.3, -0.1, 0.5], [-0.4, 0.1, 0.2], [-0.1, -0.5, -0.1], [-0.1, 0.1, -0.9], [-0.1, 0.1, -0.1], [0.4, -0.6, 0.5], [0.2, -0.3, -0.1], [-0.2, 0.1, -0.1], [0.0, -0.1, 0.1], [-0.6, 0.6, -0.3], [0.2, 0.0, 0.0], [-0.4, 0.1, 0.2], [-0.3, -0.1, -0.3], [0.6, 0.3, -0.2], [-0.3, -0.3, -0.6], [0.3, 0.4, 0.3], [-0.6, 0.7, 0.1], [0.6, 0.4, 0.3], [0.4, -0.2, -0.5], [0.5, -0.2, 0.1]], "nbo_charge": [0.999, 0.998, -0.581, -0.596, -0.569, -0.557, -0.480, -0.495, -0.488, -0.492, -0.476, -0.545, -0.491, -0.514, -0.483, -0.567, -0.579, -0.548, -0.096, -0.636, 0.075, -0.624, 0.979, -0.096, 0.064, -0.097, 0.967, 0.964, 0.055, -0.097, 0.964, -0.627, -0.626, 0.068, 1.305, 0.177, 0.174, 0.194, 0.212, 0.188, 0.198, 0.236, 0.201, 0.219, 0.192, 0.203, 0.219, 0.230, 0.179, 0.202, 0.218, 0.210, 0.176, 0.200, 0.231, 0.179, 0.240, 0.214, 0.233], "orbital_gap_ev": 7.12, "e_homo_ev": -12.0504, "lumo_ev": -4.928, "e_above_lowest_kcal_mol": 0.0, "e_tot_ev": -85746.8053, "total_charge": 1}

Record 4
{"formula": "C16H24BI2NO4", "method": "ωB97M-V/def2-TZVPD", "symbols": ["I", "I", "O", "O", "O", "O", "N", "C", "C", "C", "C", "C", "C", "C", "C", "C", "C", "C", "C", "C", "C", "C", "C", "B", "H", "H", "H", "H", "H", "H", "H", "H", "H", "H", "H", "H", "H", "H", "H", "H", "H", "H", "H", "H", "H", "H", "H", "H"], "coordinates": [[2.838, 0.971, -4.415], [1.429, -1.442, -2.416], [-1.230, 0.977, 2.364], [-4.143, 1.132, -2.997], [-2.047, 1.434, -1.861], [-0.417, 1.202, -3.355], [0.218, 1.088, -1.115], [-0.695, 1.211, -2.181], [0.333, -2.376, 2.265], [1.555, -3.127, 2.507], [2.431, 1.604, -2.349], [2.214, -1.342, 4.235], [2.483, -2.559, 3.495], [0.047, -1.115, 2.974], [-0.390, 1.350, 1.269], [-1.314, -0.423, 2.606], [1.103, 1.737, 1.698], [1.532, 0.575, -1.517], [0.982, -0.611, 3.965], [-0.340, 0.350, 0.053], [-2.614, -0.962, -2.984], [-2.806, -2.015, -1.820], [1.931, 3.100, -2.280], [-2.909, 0.564, -2.580], [-1.882, -0.998, 1.817], [-1.595, -1.087, -3.434], [1.747, -4.066, 1.951], [1.105, 3.220, -3.033], [1.149, 2.221, 2.700], [2.809, 3.756, -2.507], [1.711, 0.805, 1.601], [-4.848, 0.554, -2.658], [-3.823, -1.988, -1.348], [-1.321, -0.141, -0.140], [-1.950, -0.536, 3.533], [3.434, -3.108, 3.668], [2.095, 0.394, -0.563], [-1.981, -1.995, -1.053], [-0.410, -2.758, 1.518], [-2.724, -3.035, -2.296], [-3.354, -1.233, -3.790], [0.366, -0.480, 0.346], [1.456, 2.464, 0.919], [1.581, 3.347, -1.243], [-0.814, 2.314, 0.859], [3.452, 1.602, -1.875], [0.698, 0.346, 4.470], [2.908, -0.918, 4.996]], "forces_ev_per_a": [[0.1, 0.9, 0.5], [-0.2, 0.1, 0.7], [0.3, -0.8, -0.6], [1.1, -0.6, 1.7], [1.2, -1.2, -0.1], [0.7, 0.0, 0.8], [-1.0, -1.6, -0.9], [-0.9, 0.7, -0.7], [1.2, 0.6, 1.2], [-0.8, 2.7, 1.4], [0.2, 0.2, 0.7], [-1.7, -0.2, -1.4], [-0.9, 0.0, -0.5], [1.0, -1.6, -0.7], [0.6, 1.4, -0.7], [0.1, -0.7, 1.7], [-0.8, -0.5, -1.1], [0.9, 0.8, 0.2], [-0.2, -1.4, -1.1], [0.4, -0.1, 1.8], [-0.2, -0.4, 0.2], [0.4, -0.9, -0.6], [0.1, -0.7, -0.4], [-1.0, 0.6, -0.8], [0.9, 0.6, 0.5], [-0.8, 0.1, 0.5], [0.0, 0.8, 0.6], [0.8, 0.2, 0.9], [0.0, -0.6, -0.8], [-0.9, -0.5, 0.0], [-0.1, 0.9, 0.6], [0.1, 0.2, -0.7], [1.0, 0.2, -0.2], [0.7, 0.8, -0.1], [0.5, 0.4, -0.9], [-0.8, 0.5, 0.0], [-0.7, 0.1, -1.0], [-1.0, 0.2, -0.6], [0.8, 0.4, 0.8], [-0.1, 0.9, 0.6], [0.8, 0.3, 0.7], [-0.7, 0.8, -0.6], [-0.1, -0.6, 0.8], [0.2, -0.3, -1.0], [0.0, -1.0, 0.5], [-1.0, -0.4, -0.6], [0.6, -1.0, -0.4], [-0.5, -0.6, -0.8]], "nbo_charge": [0.103, 0.073, -0.524, -0.902, -0.716, -0.589, -0.518, 0.924, -0.226, -0.214, -0.333, -0.221, -0.215, -0.068, 0.103, -0.098, -0.649, -0.134, -0.207, -0.277, -0.817, -0.608, -0.647, 1.190, 0.178, 0.259, 0.230, 0.240, 0.234, 0.229, 0.206, 0.491, 0.203, 0.234, 0.209, 0.219, 0.234, 0.202, 0.217, 0.217, 0.233, 0.231, 0.209, 0.219, 0.194, 0.227, 0.228, 0.228], "orbital_gap_ev": 8.44, "e_homo_ev": -8.5873, "lumo_ev": -0.149, "e_tot_ev": -43539.5826, "total_charge": 0}